The following is a quantum chemistry calculation of a molecular structure, C40H62CaIN2P3Si, from the Open Molecules 2025 dataset.

2S+1: 1
ΔE to the lowest compared entry with this formula, charge and spin (kcal per mole): 0.0
Orbital gap (eV): 6.3708
Charge: 0
E_HOMO (eV): -5.955

The geometry in XYZ format:
```
110
Properties=species:S:1:pos:R:3:lowdin_charge:R:1
P -0.86 2.28 1.09 1.0450
C 0.82 1.33 -4.97 -0.1174
C -3.64 3.10 1.16 -0.0999
C -4.71 0.21 -1.00 -0.0857
H 5.04 -3.31 -2.43 0.0792
C 2.00 -2.67 2.54 -0.1130
H -2.61 -0.97 -4.97 0.0721
C -4.52 0.73 -2.27 -0.0820
H 3.84 -0.80 1.76 0.0367
H 4.69 -2.15 2.53 0.0806
C -0.48 2.79 -3.39 -0.1189
C 4.54 -2.80 -1.60 -0.1285
Ca 1.52 0.79 -0.55 0.6823
H -1.32 1.41 -4.80 0.0838
H 0.98 1.12 5.69 0.0963
C -0.70 -1.42 -4.05 -0.5357
H 0.34 3.03 2.98 0.0807
H 5.13 -3.00 -0.71 0.0572
H 3.63 1.76 5.33 0.0923
H -0.42 5.31 3.51 0.0792
C -2.39 2.95 0.29 -0.5304
C -2.24 -0.89 4.20 -0.1005
C -1.79 -3.53 0.27 -0.1096
P -0.51 0.06 -2.92 1.0459
H 3.97 0.02 5.51 0.0915
H 1.41 -3.63 -2.82 0.0560
H -2.61 -5.51 0.26 0.1015
H -5.35 1.16 -2.81 0.1011
C -0.45 1.46 -4.13 -0.5778
C -1.79 -1.28 2.94 -0.1044
N 1.89 0.94 1.88 0.1249
N 2.37 0.44 4.25 -0.1772
C -3.26 0.69 -2.85 -0.1061
H -2.04 5.11 0.23 0.0596
H 3.12 3.52 -1.27 -0.1033
H 4.89 -1.82 0.80 0.0433
H 1.52 5.01 2.09 0.0779
H -0.40 -6.58 -0.13 0.1008
H -1.73 -2.33 2.70 0.0895
H -3.92 2.14 1.62 0.0662
C -0.48 -5.51 -0.05 -0.0811
C 2.97 -2.75 1.36 -0.5321
C -2.33 -0.34 -0.85 -0.3126
C -1.04 4.66 2.89 -0.1145
H -1.23 -0.40 -5.93 0.0597
C -0.15 3.62 2.20 -0.5386
H -2.53 -1.65 4.92 0.1009
H -2.69 0.77 5.48 0.1003
C -1.22 -2.62 -3.26 -0.1177
H -2.61 2.19 -0.46 0.0629
H 1.70 1.34 -4.33 0.0599
C 0.65 -4.72 -0.18 -0.1018
C 0.95 4.36 1.42 -0.1348
H 2.92 2.70 -2.81 -0.1120
H -3.50 3.83 1.96 0.0622
H 0.37 2.88 -2.71 0.0427
C 2.87 2.56 -1.72 -0.7931
C -1.59 -1.20 -5.27 -0.1120
H -2.76 -3.07 0.44 0.0987
C 0.58 -3.33 -0.09 -0.3993
C 2.41 -3.20 -2.85 -0.1195
H 0.51 5.00 0.64 0.0701
H -1.54 5.31 2.16 0.0601
H -5.69 0.23 -0.54 0.1036
H -2.26 -2.46 -2.97 0.0840
H -1.62 -2.12 -5.86 0.0816
C -1.43 -0.34 1.96 -0.3229
H 0.84 0.40 -5.55 0.0626
C 3.67 0.80 4.81 -0.0253
H -2.00 2.44 3.84 0.0742
H 2.32 -2.15 -3.16 0.0684
H 4.41 0.85 4.01 0.0955
C -1.72 -4.91 0.17 -0.0791
C -1.48 1.03 2.31 -0.3788
I 4.73 1.41 -1.35 0.5290
C -2.08 4.26 -0.45 -0.1210
H -3.13 1.09 -3.85 0.0948
C -1.94 1.40 3.57 -0.1102
H -4.48 3.43 0.55 0.0805
H -0.65 -2.81 -2.36 0.0367
H -3.78 -0.68 0.71 0.0995
H 3.13 -4.33 -1.17 0.0873
C -0.66 -2.71 0.16 -0.3280
H 2.99 -3.73 -3.60 0.0816
H 1.54 -0.55 5.88 0.0947
C 4.17 -1.83 1.62 -0.1279
H 1.49 -1.70 2.56 0.0470
P 2.12 -2.31 -0.25 1.0332
H 3.33 -3.78 1.26 0.1099
C 1.25 0.21 5.16 -0.0160
H 0.40 -0.15 4.59 0.0710
C 3.10 -3.29 -1.49 -0.5684
H 1.60 -5.21 -0.35 0.0929
C -2.33 0.46 4.51 -0.1027
H 2.54 -2.79 3.48 0.0791
H 1.23 -3.44 2.48 0.0724
C -2.17 0.16 -2.16 -0.3940
H -2.87 4.46 -1.19 0.0828
H 0.90 2.16 -5.67 0.0832
H 1.64 3.68 0.93 0.0351
H -1.81 4.24 3.53 0.0473
H -0.43 3.63 -4.09 0.0866
Si -0.78 -0.80 0.22 0.5640
H 4.59 -1.72 -1.80 0.0167
H -1.18 -3.52 -3.88 0.0864
H -1.40 2.90 -2.81 0.0490
C -3.62 -0.31 -0.30 -0.1103
H -1.13 4.21 -0.99 0.0516
C 2.12 0.74 2.99 -0.2822
H 0.31 -1.65 -4.39 0.0831
```

***

The following is a quantum chemistry calculation of a molecular structure, C46H55AsMoN3O9P2S at a distorted geometry, from the Open Molecules 2025 dataset.

2S+1: 3
ΔE to the lowest compared entry with this formula, charge and spin (kcal per mole): 4.7
Orbital gap (alpha / beta) (eV): 6.6390 / 7.0249
Charge: +1
E_HOMO (alpha / beta) (eV): -10.419 / -10.436

The geometry in XYZ format:
```
118
Properties=species:S:1:pos:R:3:lowdin_charge:R:1
H 4.66 -0.85 1.62 0.0639
H 3.24 2.75 0.45 0.0997
C -2.30 -2.60 0.82 -0.3464
H 0.88 5.15 1.41 0.0728
O -0.79 0.41 -2.20 -0.5252
C -4.38 -3.70 1.38 -0.0596
C -2.63 -2.20 -2.62 -0.1012
C -1.72 -2.73 -4.79 -0.0623
C 2.56 2.35 3.56 -0.0133
C 4.50 -1.86 1.27 -0.0527
As -0.20 3.86 -1.31 0.9440
C 0.10 -3.53 0.07 -0.3300
C 0.41 -5.91 -0.18 -0.0563
H 5.47 -2.35 1.15 0.0906
C 4.47 -0.54 -3.63 -0.0577
H 4.44 -1.62 -3.74 0.0844
H -1.05 4.43 2.47 0.0873
H 2.45 -0.17 -4.34 0.1153
C 2.83 -0.03 3.81 -0.0829
H -1.16 2.84 3.24 0.0690
C 0.97 0.87 2.56 -0.2303
C -1.45 0.23 3.91 -0.0171
H -3.67 -3.45 -0.61 0.0947
H 5.45 2.56 -0.65 0.0868
H -0.26 4.14 4.03 0.0995
H 4.93 -0.12 -4.53 0.0880
N -0.22 0.60 1.79 -0.1125
C -3.83 0.44 2.48 -0.0047
C 1.62 -4.72 1.52 -0.0669
C -3.49 0.36 -0.43 -0.0627
H -2.39 5.35 -2.28 0.1090
C -1.38 -2.35 -2.04 -0.3818
S -0.21 1.14 -3.40 0.5310
H -3.58 -0.69 -0.19 0.0609
C -2.36 2.28 -4.63 -0.0369
O -0.80 5.02 -0.36 -0.4076
H -4.11 5.12 -4.06 0.1142
H -2.70 -0.11 5.62 0.1164
H 1.31 -1.21 2.86 0.0925
H 1.80 -6.83 1.17 0.1101
H 5.68 0.94 0.04 0.0741
O 1.02 1.81 -3.02 -0.3605
H -2.31 1.41 -5.28 0.1183
H 5.10 -0.28 -2.78 0.0689
C -2.80 -2.39 -3.99 -0.0599
H 1.76 3.59 -2.37 0.0272
C -1.41 3.53 -2.79 -0.2414
C -2.94 -2.92 3.13 -0.0653
C -2.04 -2.47 2.19 -0.1106
H -2.71 -2.81 4.19 0.1124
H -5.28 -4.20 1.06 0.1108
H -4.08 3.16 -5.56 0.1144
C -3.86 0.16 3.84 -0.0586
C 5.21 1.91 0.20 -0.0438
C 3.77 -1.87 -0.05 -0.2331
C -2.75 2.47 0.40 -0.0385
C 3.28 1.26 4.05 -0.0650
C 3.71 1.77 0.34 -0.2430
O 0.05 2.37 -0.47 -0.5966
H 3.50 -2.88 -0.35 0.1215
H 2.92 3.35 3.76 0.1130
H -3.79 -2.28 -4.42 0.1102
N -2.49 1.00 0.45 -0.2535
C -3.35 4.36 -3.94 -0.0488
H -0.94 -4.76 -1.36 0.1110
C -1.42 0.47 2.54 -0.2680
O 2.40 -0.58 -2.36 -0.2590
H -4.48 0.83 -0.30 0.1017
P -0.95 -2.04 -0.29 1.0890
C -4.12 -3.53 2.73 -0.0602
C 1.48 4.48 2.03 -0.0799
C -0.46 -2.85 -4.22 -0.0603
C -3.33 3.26 -4.78 -0.0471
C -1.40 2.42 -3.64 -0.2666
C -0.51 3.69 3.06 -0.0511
H 3.38 -0.88 4.19 0.1093
H -4.83 -3.88 3.47 0.1112
C 1.39 2.19 2.83 -0.1965
C -3.47 -3.25 0.43 -0.0827
H 1.78 5.03 2.93 0.0905
C -2.61 0.60 1.84 -0.2273
C 1.68 -0.21 3.07 -0.0530
H -1.96 3.02 0.91 0.0586
O 2.52 -1.13 0.06 -0.3060
H -3.50 -1.90 -2.04 0.0844
H 4.38 -1.43 -0.84 0.1000
H -4.81 0.03 4.34 0.1150
C 1.33 -5.91 0.86 -0.0652
C 1.01 -3.54 1.12 -0.1121
H 0.40 -3.07 -4.84 0.1166
H 1.25 -2.62 1.62 0.0627
H -1.86 -2.89 -5.85 0.1123
C -2.67 0.07 4.55 -0.0639
H -3.71 2.68 0.88 0.1118
H 4.18 1.43 4.62 0.1119
H 3.12 1.12 -3.33 0.0998
H -3.18 0.49 -1.47 0.0822
C -2.39 4.50 -2.94 -0.0746
H 5.62 2.35 1.10 0.0870
Mo -0.31 0.51 -0.14 1.4804
C -0.29 -2.65 -2.86 -0.1198
H 3.44 1.16 1.20 0.0858
P 2.08 0.04 -0.94 0.7064
H 0.70 -2.73 -2.43 0.1058
O 3.19 1.18 -0.86 -0.2413
H -1.11 -2.02 2.51 0.0899
C 3.08 0.04 -3.48 -0.2458
H -0.53 0.15 4.47 0.1226
H 0.16 -6.83 -0.69 0.1117
C -0.21 -4.73 -0.57 -0.0760
H 3.94 -2.40 2.04 0.0680
H -4.76 0.54 1.93 0.1230
H -2.80 2.79 -0.64 0.0781
H 2.32 -4.72 2.34 0.1083
H 2.38 4.21 1.47 0.0749
O -0.16 0.30 -4.55 -0.2453
O 1.37 4.33 -1.89 -0.1986
N 0.68 3.30 2.32 -0.1837
```

***

The following is a quantum chemistry calculation of a molecular structure, C35H37ClIrO4P2 at a distorted geometry, from the Open Molecules 2025 dataset.

2S+1: 6
ΔE to the lowest compared entry with this formula, charge and spin (kcal per mole): 23.3
Orbital gap (alpha / beta) (eV): 4.2103 / 6.0569
Charge: +2
E_HOMO (alpha / beta) (eV): -10.630 / -14.126

The geometry in XYZ format:
```
80
Properties=species:S:1:pos:R:3:lowdin_charge:R:1
O 0.12 0.92 4.67 -0.2617
H -3.04 3.99 2.04 0.1171
C -2.80 1.45 -0.19 -0.3538
C -4.47 2.39 1.79 -0.0526
H 0.73 0.79 -1.91 0.1041
C -3.89 0.66 0.19 -0.1079
C -3.28 3.06 1.51 -0.0652
H -2.28 -1.55 2.68 0.0629
C 4.83 -3.06 3.35 -0.0520
C -3.05 1.34 -3.41 -0.3141
C 1.44 -0.31 2.11 -0.2507
H -1.60 -4.01 -0.79 0.1050
C -0.10 0.03 -3.82 -0.1593
H 0.68 -2.92 -1.20 0.0631
H 2.70 -1.46 -1.38 0.0826
C -0.11 0.93 -2.61 -0.3450
C 2.54 2.24 0.53 -0.0738
H -5.69 0.65 1.39 0.1202
Cl -1.08 -0.28 5.14 1.0808
C 4.32 2.24 -1.63 -0.0492
C 6.43 -1.46 2.50 -0.0518
P 0.01 -2.39 1.09 1.0663
C -3.49 -4.29 0.22 -0.0567
H 1.83 2.24 1.36 0.0910
C -2.23 -3.73 0.06 -0.0806
Ir -1.88 1.14 -1.92 1.6947
C 4.06 1.05 -0.96 -0.0882
H 2.30 4.33 0.14 0.1158
H -3.15 2.98 -4.77 0.1265
O -0.37 -1.50 4.83 -0.3885
H 5.64 0.06 1.17 0.1026
P 2.76 -0.54 0.88 1.0418
H 4.59 -3.93 3.97 0.1189
H -4.47 -2.65 3.04 0.1207
H -5.17 2.80 2.51 0.1206
H 6.93 -3.08 3.84 0.1207
H 1.20 0.75 2.24 0.0798
C 5.42 -0.83 1.77 -0.0669
H 4.51 0.11 -1.29 0.1167
H 0.29 0.56 -4.70 0.1218
H 7.45 -1.07 2.46 0.1187
C 2.81 3.42 -0.16 -0.0645
H -2.31 1.57 -5.44 0.1204
C 3.19 1.05 0.15 -0.3080
C -4.77 1.18 1.15 -0.0550
H 0.59 -0.80 -3.61 0.1125
C -2.59 -0.07 -3.21 -0.3477
H -1.23 3.91 -4.04 0.1241
C 2.11 -1.50 -0.46 -0.2984
O -2.18 0.00 4.23 -0.4173
C 4.10 -1.32 1.82 -0.2945
C -0.62 2.32 -2.74 -0.3409
C 0.97 -2.26 -0.38 -0.3524
H -1.43 -1.68 -3.97 0.1180
C 3.81 -2.43 2.64 -0.0811
C 3.71 3.43 -1.22 -0.0510
C -4.28 -3.96 1.33 -0.0392
H -1.78 -0.44 -5.17 0.1205
H -3.87 -5.00 -0.51 0.1165
H 3.93 4.36 -1.74 0.1187
C -2.60 -2.35 2.02 -0.0861
H -0.42 1.74 4.69 0.0687
C -1.50 -0.59 -4.12 -0.1639
H -5.24 -4.46 1.51 0.1220
C 6.14 -2.58 3.28 -0.0451
C -2.44 2.17 -4.53 -0.1437
C -3.84 -2.96 2.21 -0.0492
H 5.01 2.23 -2.48 0.1202
H -3.36 -0.79 -2.90 0.1232
C -2.41 2.58 0.53 -0.1200
O 0.16 -0.97 1.83 -0.3392
H 1.81 -0.69 3.06 0.0955
H -1.48 3.08 0.27 0.0881
H -0.31 2.65 -4.86 0.1243
H 2.78 -2.78 2.72 0.0984
C -1.74 -2.79 1.00 -0.3341
H -4.12 1.49 -3.25 0.1296
H -0.07 3.06 -2.13 0.1139
C -1.09 2.81 -4.10 -0.1548
H -4.05 -0.30 -0.30 0.0969
```

***

The following is a quantum chemistry calculation of 2 unconnected molecules or ions with the total composition CH4Cl2, from the Open Molecules 2025 dataset.

2S+1: 1
ΔE to the lowest compared entry with this formula, charge and spin (kcal per mole): 0.0
SMILES: CCl.Cl
Orbital gap (eV): 11.2671
Charge: 0
E_HOMO (eV): -10.587

The geometry in XYZ format:
```
7
Properties=species:S:1:pos:R:3:nbo_charge:R:1
H -0.48 0.44 1.03 0.2138
Cl -2.43 -0.30 -0.11 -0.0813
H -0.76 1.34 -0.49 0.2135
Cl 2.25 -0.14 -0.11 -0.2630
H -0.10 -0.32 -0.54 0.2205
H 2.30 -1.38 0.23 0.2724
C -0.78 0.36 -0.02 -0.5758
```

***

The following is a quantum chemistry calculation of a molecular structure, C27H27BCl5CrF2N12OPS2 at a distorted geometry, from the Open Molecules 2025 dataset.

2S+1: 5
ΔE to the lowest compared entry with this formula, charge and spin (kcal per mole): 0.0
Orbital gap (alpha / beta) (eV): 6.0628 / 5.9668
Charge: -2
E_HOMO (alpha / beta) (eV): -2.624 / -2.624

The geometry in XYZ format:
```
79
Properties=species:S:1:pos:R:3:lowdin_charge:R:1
C 12.45 9.75 16.48 -0.4440
N 9.47 9.64 13.28 -0.0915
H 13.62 11.01 17.57 0.1391
H 4.98 13.70 11.56 0.1045
H 16.69 6.49 11.65 0.0120
N 12.95 10.99 16.80 0.1308
C 13.64 8.02 11.19 -0.3581
H 13.02 6.14 13.90 0.0751
H 8.90 14.16 10.43 0.0754
C 12.90 7.40 12.23 -0.1845
C 6.54 14.77 12.55 -0.0587
C 14.91 6.15 12.87 -0.0613
P 13.00 9.35 10.02 0.1288
C 6.04 13.86 11.43 -0.1542
F 12.18 13.14 13.02 0.1077
Cl 10.86 4.95 11.14 0.4653
C 11.33 5.78 9.58 -1.0341
N 12.76 8.58 17.13 0.0242
C 16.31 11.41 8.94 -0.0968
N 11.59 8.09 15.42 -0.0950
N 12.13 7.63 16.46 -0.1006
C 15.39 10.44 9.22 -0.1158
H 11.83 7.56 12.43 0.0419
N 11.43 14.18 16.87 -0.0404
C 6.76 9.39 13.22 -0.0175
H 6.75 14.24 13.46 0.0738
B 13.12 12.75 13.96 -0.9650
N 11.71 9.46 15.41 -0.0676
H 9.27 11.56 12.64 0.0912
H 7.11 7.33 13.87 0.1338
Cl 16.94 10.31 12.95 0.6470
N 11.80 14.15 15.65 0.0086
H 16.89 13.50 9.12 0.1195
H 15.49 5.53 13.56 0.1125
Cl 10.18 5.59 8.30 0.5088
H 17.16 11.11 8.33 0.1018
N 6.73 12.53 11.49 -0.0274
H 5.87 15.55 12.86 0.0710
C 13.89 12.01 10.40 -0.0761
C 15.80 10.40 14.28 -1.0476
H 8.09 11.22 10.46 0.1093
Cr 11.58 10.03 13.38 0.5217
C 6.42 11.76 12.49 -0.4337
C 12.37 12.26 16.53 -0.3853
C 15.62 6.72 11.79 -0.0615
C 13.56 6.48 13.06 -0.0974
C 8.71 10.69 12.98 -0.0785
S 11.22 9.85 10.98 0.2942
O 5.38 11.98 13.17 0.0193
H 11.43 6.85 9.75 -0.0599
C 14.96 13.00 10.16 -0.0620
C 14.16 10.78 9.93 -0.3852
Cl 19.32 6.93 11.82 -0.8068
H 5.71 9.28 13.31 0.1122
Cl 16.34 10.06 15.94 0.5841
H 9.42 13.24 11.69 0.0829
C 7.31 10.60 12.89 -0.0785
H 15.55 9.41 8.88 0.0808
S 12.57 8.81 8.17 0.1545
H 15.50 8.03 10.10 0.0777
H 12.94 12.24 10.95 0.0874
H 9.83 12.67 9.97 0.0826
H 7.36 12.46 9.55 0.1186
C 7.85 12.27 10.51 -0.1946
H 14.79 14.02 10.42 0.0809
C 14.95 7.62 10.94 -0.0991
C 7.55 8.33 13.55 -0.0323
N 11.80 12.96 17.47 0.0595
N 13.40 11.13 13.70 0.1215
F 14.32 13.42 13.97 0.1567
C 16.06 12.74 9.36 -0.0996
H 9.70 7.77 13.96 0.0863
H 12.27 5.31 9.23 0.0408
C 8.93 8.43 13.58 -0.0673
H 7.48 15.14 12.26 0.0474
N 12.44 13.00 15.41 0.0868
C 14.57 10.74 13.98 -0.2121
C 9.08 13.09 10.65 -0.0935
H 6.26 14.24 10.45 0.1053
```

***

The following is a quantum chemistry calculation of a molecular structure, C27H31N7OS2Ti, from the Open Molecules 2025 dataset.

2S+1: 3
ΔE to the lowest compared entry with this formula, charge and spin (kcal per mole): 0.0
Orbital gap (alpha / beta) (eV): 6.0125 / 6.6839
Charge: 0
E_HOMO (alpha / beta) (eV): -5.525 / -6.814

The geometry in XYZ format:
```
69
Properties=species:S:1:pos:R:3:nbo_charge:R:1
N 2.22 -1.13 -0.13 -0.5247
H -2.12 -4.20 -0.46 0.2212
H -3.44 -3.06 -0.20 0.2154
N -0.80 -1.26 -0.03 -0.5344
C 0.28 0.28 6.02 -0.2176
H -0.07 3.07 0.97 0.2411
C -0.47 -0.79 5.53 -0.2182
H 0.38 0.43 7.09 0.2135
H 1.50 -1.91 -2.87 0.2162
C 2.22 2.06 -2.64 0.1150
C -2.28 -2.71 -3.03 -0.2465
C 3.05 2.09 -3.73 -0.3246
H 2.25 4.12 -2.11 0.2229
C -0.60 -0.99 4.17 -0.2050
Ti 0.45 0.09 -0.96 1.6790
N -3.24 0.77 0.56 -0.5840
H -3.49 2.71 2.82 0.1975
H -0.81 3.65 2.48 0.2094
H -4.54 0.67 2.23 0.2050
H 1.24 1.62 3.05 0.2325
H -3.34 -0.02 -0.06 0.4253
C -1.00 3.42 1.43 -0.4023
N 1.85 0.75 -2.38 -0.7736
C -2.23 -2.39 -4.36 -0.1586
C 2.11 -2.13 0.69 -0.1144
H -2.12 1.72 3.37 0.2225
H 3.24 -1.97 -2.69 0.2093
C 2.43 -1.55 -3.29 -0.6260
H -1.34 4.32 0.92 0.2106
C 3.22 0.74 -4.17 -0.3121
H -2.79 -2.97 -5.08 0.2148
N -1.99 2.37 1.37 -0.3967
H 1.25 -2.78 0.73 0.2511
O 0.40 0.60 1.02 -0.8279
C -1.56 -2.14 -0.70 0.1508
C 3.40 -0.45 0.06 -0.0329
C -2.37 -3.22 -0.05 -0.6731
H 0.69 3.35 -1.82 0.2297
N -0.75 -0.91 -2.53 -0.5887
H 1.49 1.98 5.50 0.2120
C 4.17 -0.93 1.06 -0.4420
H -2.89 -3.53 -2.68 0.2167
C 0.90 1.15 5.13 -0.2043
H -2.17 -3.23 1.02 0.2493
H -3.03 -0.25 2.40 0.2196
C -1.55 -1.94 -2.10 0.1291
C -2.77 1.93 2.53 -0.2171
S 3.43 -2.30 1.76 0.4684
N -0.81 -1.30 1.35 -0.4163
H 3.49 2.98 -4.16 0.2084
H 3.61 0.40 -0.57 0.2534
S -1.61 1.91 -1.26 -0.2277
C 2.49 -0.05 -3.32 0.1082
H -1.17 -1.82 3.78 0.2305
H -0.95 -1.47 6.22 0.2134
C 0.77 0.95 3.76 -0.2261
C -2.28 1.67 0.28 0.3853
C -0.14 -0.28 1.81 0.5005
H 5.13 -0.57 1.39 0.2527
C -0.72 -0.62 -3.84 0.0901
H -0.07 0.21 -4.12 0.2277
H 2.52 -1.95 -4.30 0.2214
C -1.44 -1.31 -4.78 -0.3032
H -1.38 -1.03 -5.82 0.2230
H 2.05 3.04 -0.73 0.2034
H 3.82 0.40 -5.00 0.2077
C -3.48 0.67 2.00 -0.2303
C 0.02 -0.12 3.27 -0.0395
C 1.77 3.20 -1.78 -0.6354
```